[1]
Computed, not measured: C27H51BiN2O3SbSe3Te as an isolated structure, with ωB97M-V/def2-TZVPD.

Positions of all 89 atoms, in Å:
Bi 1.9803 0.0583 0.4394
Te 5.7349 1.3091 1.5833
Sb -1.8993 0.1293 0.8361
Se 3.5304 2.1636 0.6437
Se 5.8525 -0.7089 0.1487
Se 3.8413 -1.7981 0.7447
O 3.5038 0.0448 -1.9702
O 1.2999 -1.4286 -1.5153
O 1.3306 1.5511 -1.4523
N 1.8650 -3.0208 -3.0197
N 1.8474 3.1178 -2.9863
C -2.4916 2.0436 -0.1952
C 1.2209 -2.6045 3.3773
C -2.8107 1.3316 3.4824
C 3.6688 0.0521 4.5225
C -1.7356 -2.7870 0.1433
C 3.1275 -1.1803 4.1998
C 2.0780 1.9736 -2.3531
C 1.1712 -0.0888 3.3457
C -2.2551 -1.3918 -1.8483
C 2.8609 -3.6282 -3.8953
C 2.0997 -1.9016 -2.3386
C -4.0683 -1.9685 -0.2439
C -1.5366 3.0683 0.4171
C 0.5905 -3.7154 -2.8884
C -3.2097 0.1002 2.6725
C -3.9336 2.4800 0.0237
C -4.7144 0.1078 2.4420
C 3.4188 -1.2001 -2.6231
C 0.7178 3.9594 -2.6102
C -2.8151 -1.1598 3.4393
C 2.6244 3.6259 -4.1067
C -2.5900 -1.6328 -0.3805
C -2.2212 1.9268 -1.6905
C 1.8620 -1.2693 3.6285
C 1.7189 1.1537 3.6667
C 2.9667 1.2221 4.2595
C 3.3334 1.2067 -2.7421
H -4.3287 -2.7652 -0.9498
H 0.7508 -4.7361 -2.5404
H -5.2175 0.1580 3.4140
H 3.3850 2.1833 4.5281
H -1.7576 -1.1498 3.7157
H -1.7012 4.0554 -0.0293
H 2.5230 -4.6260 -4.1580
H -0.0074 4.0022 -3.4243
H 3.5539 -1.0826 -3.7014
H 4.1914 1.8539 -2.5440
H -1.6903 3.1625 1.4941
H -5.0554 -0.7954 1.9403
H -4.3039 -2.3277 0.7580
H 3.8217 -3.7136 -3.3881
H 3.6046 3.1643 -4.1740
H -0.4934 2.7833 0.2534
H 1.9745 -3.3727 3.2040
H -5.0397 0.9688 1.8621
H 4.2337 -1.8186 -2.2415
H -2.9772 1.3154 -2.1802
H 0.1506 -0.1483 2.9845
H 3.3088 0.9664 -3.8077
H 4.6367 0.1027 5.0030
H -2.3622 -2.3308 -2.4039
H 2.9929 -3.0590 -4.8179
H -4.6996 -1.1073 -0.4675
H 2.7602 4.6983 -3.9750
H -2.2630 2.9230 -2.1459
H -3.0096 -2.0631 2.8580
H -1.7280 1.3875 3.6269
H -0.0281 -3.1869 -2.1733
H -1.2371 1.4984 -1.8929
H -1.9087 -2.9700 1.2060
H 1.1507 2.0574 3.4826
H -3.2791 1.2905 4.4708
H 1.0754 4.9685 -2.4044
H -4.1372 3.3771 -0.5719
H -0.6708 -2.5810 0.0019
H -1.9828 -3.7098 -0.3936
H -4.1221 2.7327 1.0669
H 3.6859 -2.0867 4.3966
H -3.3984 -1.2324 4.3629
H 0.6414 -2.9006 4.2547
H -3.1436 2.2509 2.9983
H 0.2444 3.5587 -1.7228
H -4.6400 1.7088 -0.2867
H 0.5388 -2.5707 2.5243
H -2.9398 -0.6740 -2.2958
H 2.0836 3.4655 -5.0421
H 0.0834 -3.7390 -3.8542
H -1.2331 -1.0275 -1.9769

Total energy (Eh): -9321.6524
E_HOMO (Eh): -0.358
Charge: +1
HOMO-LUMO gap (eV): 7.0

Atomic partial charges in e from the Mulliken method, atoms 1 to 4: 1.407, -0.003, 0.757, -0.436

[2]
Computed, not measured: a 2-piece molecular cluster, C8H15N2OS overall at a distorted geometry, with ωB97M-V/def2-TZVPD.

Positions of all 27 atoms, in Å:
S -5.1829 -0.1752 -0.3202
O -1.1654 1.4470 0.5148
N 1.3265 1.7715 1.1686
N -2.5289 -0.3188 -0.0406
C 1.1657 -2.4051 1.3883
C 1.4328 2.1515 -1.2447
C -1.1905 0.1187 0.2731
C 1.4334 -1.8126 -1.2461
C 0.8458 -1.5810 0.2045
C -0.1432 -0.6789 0.2033
C -3.6032 0.3929 0.1160
C 1.9713 1.7079 0.1013
H 0.6660 -1.9904 2.1609
H 0.4527 2.4261 -1.3807
H -5.9515 0.8330 0.2076
H 1.0130 -3.3896 1.0846
H 2.9927 1.6492 0.1659
H 1.5683 -1.0083 -1.9118
H 2.5314 -2.1713 -1.0574
H 0.9187 -2.5493 -1.6917
H 1.7520 1.5546 2.0481
H -0.2282 1.8854 0.9074
H -2.4304 -1.1913 -0.5167
H 1.8233 1.3370 -1.8881
H -3.5967 1.2644 0.6213
H 2.1830 -2.2587 1.5622
H 1.9441 2.9914 -1.4298

Total energy (Eh): -896.3810
E_HOMO (alpha / beta) (Eh): -0.438 / -0.438
Charge: +1
HOMO-LUMO gap (alpha / beta) (eV): 7.8 / 7.8

Atomic partial charges in e from the natural (NBO) method, atoms 1 to 4: 0.165, -0.766, -0.663, -0.461